The following is a quantum chemistry calculation of a molecular structure, C25H36CsFNO9S, from the OMol25 dataset.

Each line ends with the Mulliken charge.
Geometry (Å):
C  -1.832  2.291  2.084  -1.13
C  -3.045  1.773  1.268  -0.34
C  -2.971  0.214  1.163  -1.17
C  -1.840  -0.186  0.252  0.30
N  -1.991  0.212  -1.068  0.24
C  -1.059  -0.113  -2.024  -0.27
C  0.049  -0.832  -1.713  -0.75
O  0.930  -1.150  -2.737  -0.49
C  2.110  -0.353  -2.688  -0.07
C  1.922  1.084  -3.277  0.34
C  3.222  1.405  -4.068  -1.18
O  0.810  1.181  -4.130  -0.58
C  0.261  -1.242  -0.375  0.45
C  1.500  -2.041  -0.011  -1.55
C  2.500  -1.264  0.859  0.50
C  2.295  0.059  1.239  0.46
C  3.229  0.758  1.989  -1.45
C  4.406  0.148  2.407  -0.94
C  4.614  -1.185  2.057  0.73
C  5.910  -1.849  2.501  -1.41
C  3.677  -1.872  1.300  -0.62
C  -0.730  -0.892  0.622  0.82
C  -0.537  -1.357  2.053  -1.00
C  -1.061  -2.827  2.142  -1.46
H  -1.015  2.597  1.427  0.28
H  -2.175  3.146  2.670  0.41
H  -1.451  1.507  2.742  0.20
H  -3.031  2.139  0.240  0.24
H  -3.962  2.031  1.800  0.47
H  -3.929  -0.201  0.819  0.25
H  -2.822  -0.167  2.173  0.47
H  -2.800  0.719  -1.381  0.08
H  -1.230  0.207  -3.042  0.54
H  2.597  -0.329  -1.706  0.39
H  2.836  -0.853  -3.372  -0.08
H  1.900  1.801  -2.456  0.35
H  3.521  2.446  -3.924  0.33
H  3.110  1.212  -5.138  0.27
H  4.061  0.801  -3.695  0.35
H  0.734  0.374  -4.654  0.39
H  1.231  -2.993  0.459  0.62
H  2.024  -2.205  -0.957  0.35
H  1.391  0.585  0.943  0.53
H  3.084  1.799  2.264  0.54
H  5.139  0.680  2.999  0.55
H  5.705  -2.561  3.305  0.27
H  6.582  -1.067  2.857  0.37
H  6.398  -2.363  1.667  0.35
H  3.828  -2.912  1.008  0.45
H  0.517  -1.361  2.325  0.18
H  -1.069  -0.714  2.748  0.37
H  -2.119  -2.870  2.408  0.34
H  -0.442  -3.455  2.786  0.40
H  -0.975  -3.241  1.130  0.35
O  4.883  3.868  4.010  -0.62
S  5.835  3.331  4.972  1.30
O  6.953  4.241  5.184  -0.62
O  6.281  1.998  4.598  -0.55
O  5.115  3.215  6.334  -0.23
Cs  2.940  -2.654  -4.293  0.07
C  -8.026  -0.838  -3.526  -1.45
C  -6.695  -0.166  -3.289  0.52
C  -5.862  -0.784  -2.194  -0.63
O  -5.068  0.329  -1.763  -0.11
C  -5.792  1.455  -2.012  0.52
O  -5.514  2.533  -1.605  -0.51
O  -6.871  1.170  -2.786  -0.38
H  -8.697  -0.175  -4.070  0.36
H  -7.897  -1.758  -4.097  0.37
H  -8.515  -1.084  -2.582  0.35
H  -6.136  -0.097  -4.226  0.27
H  -5.230  -1.598  -2.543  0.37
H  -6.456  -1.128  -1.345  0.30
F  4.750  1.428  6.941  -0.33

LUMO ... -0.2 eV
Net charge ... -1
Frontier orbital gap ... 1.312 eV
HOMO ... -1.5 eV